[1]
Entry from the OMol25 dataset: a molecular structure, H80O40 in a non-equilibrium geometry (the ωB97M-V functional and the def2-TZVPD basis).

```
120
H80O40 | the OMol25 dataset | the ωB97M-V functional and the def2-TZVPD basis
H 3.05 -1.13 -1.61
H 1.70 -1.83 -1.02
O 2.12 -1.36 -1.73
H -1.17 -2.97 0.10
H -1.82 -3.34 1.53
O -1.33 -2.71 1.01
H -2.44 2.00 2.37
H -1.91 2.81 1.26
O -1.95 2.82 2.23
H 1.70 1.30 -0.53
H 2.25 0.93 -1.82
O 2.48 1.48 -1.06
H -2.23 3.45 -1.90
H -1.17 3.07 -2.89
O -1.47 3.82 -2.36
H -2.62 1.48 -4.56
O -2.01 1.63 -3.81
H 1.93 -0.96 -3.63
O 2.35 -0.10 -3.69
H 5.48 -1.57 -4.14
H 4.82 -1.96 -2.63
O 4.75 -1.67 -3.55
H -1.10 4.90 2.49
H -0.96 4.07 3.77
O -0.96 4.99 3.45
H 2.30 4.25 -0.28
H 1.82 5.64 -0.82
O 2.53 5.18 -0.38
H 1.27 -5.02 1.60
H 1.10 -6.23 2.33
O 1.60 -5.95 1.54
H 1.56 -0.03 6.62
O 1.59 -0.86 6.17
H 4.63 -0.32 2.34
H 4.73 -1.60 3.37
O 5.07 -1.11 2.63
H -0.73 -2.46 -2.91
H -1.76 -1.41 -2.70
O -0.97 -1.82 -2.21
H -2.02 0.13 0.83
H -2.36 -1.19 0.88
O -2.63 -0.39 1.39
H 4.44 -5.30 1.51
H 3.33 -5.30 0.37
O 4.25 -5.16 0.59
H -0.08 -4.45 0.21
H 0.43 -3.69 -0.92
O 0.67 -3.88 0.00
H 2.24 -3.95 4.52
H 2.21 -2.39 4.81
O 2.49 -3.08 4.20
H 3.23 -3.20 -2.14
O 2.64 -3.93 -1.99
H -5.07 1.27 1.08
H -4.34 0.29 2.04
O -5.14 0.82 1.93
H 0.27 4.78 -1.71
O -0.06 5.46 -1.11
H -2.60 0.05 -2.81
H -3.87 -0.89 -2.55
O -3.15 -0.67 -3.17
H 0.87 2.94 3.77
H 1.91 3.95 4.38
O 1.57 3.06 4.42
H -4.57 -3.02 2.27
H -4.96 -3.94 1.19
O -4.97 -3.00 1.40
H -1.94 -2.60 -4.48
H -2.70 -3.98 -4.23
O -1.96 -3.43 -4.01
H -0.40 4.45 -0.34
H -0.21 3.04 -0.34
O -0.13 3.77 0.30
H -1.33 -0.71 4.58
H -0.11 -1.73 4.14
O -1.01 -1.44 4.05
H -0.19 -0.54 -5.04
H 0.96 0.54 -4.63
O 0.04 0.24 -4.53
H -5.76 -0.91 -0.72
H -5.32 -1.81 -1.90
O -5.09 -1.03 -1.40
H 1.20 -3.33 -4.76
H 1.34 -3.26 -3.21
O 0.72 -3.11 -3.96
H 3.72 -1.80 0.13
H 5.20 -1.68 -0.26
O 4.36 -2.05 -0.54
H 2.75 4.50 -2.16
O 2.13 3.92 -2.63
H -0.37 1.29 1.73
H -0.21 -0.24 1.39
O 0.22 0.53 1.78
H 2.51 -4.04 -1.05
H -1.21 1.24 -4.27
H -1.00 5.62 -1.23
H 3.24 -0.12 -3.34
H 1.49 -0.56 5.25
H 2.66 3.12 -2.68
O 2.82 0.23 3.86
H 2.97 0.97 4.47
H 2.11 0.80 3.49
O -0.86 0.70 -1.13
H -0.73 -0.25 -1.38
H -0.68 1.12 -1.98
O -1.73 -4.24 -1.36
H -2.15 -3.38 -1.39
H -1.19 -4.27 -2.16
O -4.69 1.58 -1.19
H -5.40 1.10 -1.62
H -3.89 1.20 -1.55
O -3.06 5.69 -0.40
H -2.90 4.74 -0.39
H -3.14 5.74 -1.37
O -3.25 0.35 4.95
H -3.30 -0.61 4.77
H -2.71 0.51 4.16
O 2.18 5.51 1.41
H 1.31 5.07 1.30
H 2.48 5.72 0.48
```

Computed properties:
2S+1: 2
Frontier orbital gap (spin up / spin down): 9.5 / 4.9 eV
Relative energy (zero: lowest compared OMol25 entry of this formula, charge and spin): 189.9 kcal per mole
E: -3056.999593 a.u.
Expectation value of S²: 0.75
Net charge: +1

Results of the Mulliken charge analysis, in e, for atoms 1 through 8:
1. H 0.3807
2. H -0.2335
3. O 0.1415
4. H 0.2695
5. H 0.1422
6. O -0.4015
7. H 0.0990
8. H 0.1238

---

[2]
Entry from the OMol25 dataset: a molecular structure, C16H22BN2O6W in a non-equilibrium geometry (the ωB97M-V functional and the def2-TZVPD basis).

```
48
C16H22BN2O6W | the OMol25 dataset | the ωB97M-V functional and the def2-TZVPD basis
W 0.67 -0.21 0.38
O -1.79 -1.83 3.34
C -1.19 -1.44 2.28
O -0.28 -0.59 2.25
C -1.63 -2.06 0.99
C -2.61 -3.02 0.80
C -2.85 -3.44 -0.50
C -2.12 -2.91 -1.57
C -1.16 -1.96 -1.29
N -0.93 -1.57 -0.03
C -0.28 -1.17 -2.23
O -0.27 -1.33 -3.50
O 0.45 -0.30 -1.73
H -1.47 -1.41 4.16
H -3.18 -3.41 1.64
H -3.61 -4.19 -0.70
H -2.34 -3.24 -2.58
H -0.85 -2.01 -3.86
C -1.53 4.69 -0.42
C -2.34 3.43 -0.06
C -1.49 2.27 0.12
N -0.79 1.37 0.26
H -2.22 5.52 -0.52
H -1.01 4.56 -1.38
H -0.80 4.93 0.35
H -3.07 3.18 -0.84
H -2.90 3.57 0.87
C 4.64 0.79 -0.57
C 4.37 0.45 0.87
C 5.56 0.66 1.77
O 3.32 1.50 1.35
B 2.11 1.34 1.08
O 2.33 -0.88 0.44
C 3.70 -0.94 1.09
C 3.43 -1.28 2.55
C 4.45 -2.05 0.37
H 4.91 1.85 -0.65
H 3.79 0.59 -1.22
H 5.50 0.22 -0.92
H 6.01 1.63 1.54
H 6.32 -0.10 1.57
H 5.30 0.63 2.82
H 2.93 -0.47 3.08
H 4.37 -1.50 3.05
H 2.82 -2.19 2.60
H 4.45 -1.89 -0.71
H 3.99 -3.01 0.59
H 5.48 -2.08 0.72
```

Computed properties:
Frontier orbital gap (spin up / spin down): 6.5 / 6.5 eV
Relative energy (zero: lowest compared OMol25 entry of this formula, charge and spin): 1.0 kcal per mole
E: -1274.859846 a.u.
Net charge: +3

Results of the Mulliken charge analysis, in e, for atoms 1 through 8:
1. W 1.4187
2. O -0.3535
3. C 0.4733
4. O -0.6292
5. C 0.6275
6. C -0.7034
7. C -0.6125
8. C -0.8726

---

[3]
Entry from the OMol25 dataset: C5H8O2 in the gas phase (the ωB97M-V functional and the def2-TZVPD basis).

```
15
C5H8O2 | the OMol25 dataset | the ωB97M-V functional and the def2-TZVPD basis
C 2.02 -0.39 0.15
C 1.04 0.64 0.64
O 0.26 1.34 -0.33
C -0.42 0.49 0.58
C -2.78 0.46 -1.36
O -2.50 -0.26 -0.32
C -1.14 -0.68 -0.02
H 2.30 -1.06 0.97
H 1.60 -0.99 -0.67
H 2.93 0.09 -0.22
H 1.42 1.28 1.43
H -1.01 1.02 1.33
H -1.80 0.59 -1.92
H -0.67 -1.02 -0.95
H -1.23 -1.51 0.68
```

Computed properties:
Frontier orbital gap: 9.3 eV
Relative energy (zero: lowest compared OMol25 entry of this formula, charge and spin): 107.4 kcal per mole
E: -345.633847 a.u.
Net charge: 0

Results of the Mulliken charge analysis, in e, for atoms 1 through 8:
1. C -1.2648
2. C 0.1910
3. O -0.4328
4. C 0.0946
5. C -0.2386
6. O -0.1860
7. C -0.8510
8. H 0.2962